Run i
This record from OMol25 describes the ion C5H14N2 with charge -1. The level of theory is wB97M-V/def2-TZVPD.

CARTESIAN COORDINATES (ANGSTROEM)
C  0.699  1.476  0.446
C  -0.031  0.357  -0.323
C  0.181  0.393  -1.886
C  -0.322  1.787  -2.574
N  -0.032  -0.964  0.260
C  0.133  -1.030  1.748
N  -0.587  -2.164  2.328
H  0.731  2.524  -0.128
H  0.095  1.757  1.263
H  1.668  1.120  0.893
H  -1.052  0.579  -0.149
H  -0.345  -0.464  -2.332
H  1.202  0.470  -1.997
H  0.154  1.847  -3.638
H  -1.379  1.600  -2.795
H  0.054  2.581  -1.944
H  0.442  -1.693  -0.262
H  1.048  -0.858  2.277
H  -0.520  -0.280  2.120
H  -0.201  -3.090  2.015
H  -1.520  -2.095  2.095

Values from the calculation:
**HOMO (alpha / beta)**: 1.46 / -4.87 eV
**Total charge**: -1
**HOMO-LUMO gap (alpha / beta)**: 2.5 / 8.9 eV
**E_LUMO (alpha / beta)**: 3.998 / 4.025 eV
**Multiplicity**: 2
**<S²>**: 0.750

Run ii
This record from OMol25 describes the ion C5H14N2 with charge -1. The level of theory is wB97M-V/def2-TZVPD.

CARTESIAN COORDINATES (ANGSTROEM)
N  -1.702  -0.138  0.852
C  -0.553  0.205  0.042
C  0.638  0.719  0.823
C  1.379  -0.368  1.631
C  1.573  1.607  -0.045
C  -0.160  -0.778  -1.101
N  -1.228  -1.095  -2.023
H  -2.288  0.638  1.108
H  -2.229  -0.941  0.552
H  -0.948  0.956  -0.696
H  0.348  1.462  1.572
H  0.748  -0.852  2.377
H  2.157  0.096  2.274
H  1.956  -1.035  0.991
H  1.084  2.574  -0.206
H  1.515  1.302  -1.088
H  2.605  1.537  0.275
H  0.234  -1.737  -0.711
H  0.790  -0.514  -1.634
H  -1.647  -2.018  -1.917
H  -0.837  -1.239  -2.959

Values from the calculation:
**HOMO (alpha / beta)**: 1.31 / -5.12 eV
**Total charge**: -1
**HOMO-LUMO gap (alpha / beta)**: 2.7 / 9.0 eV
**E_LUMO (alpha / beta)**: 4.021 / 3.913 eV
**Multiplicity**: 2
**<S²>**: 0.750

Verdict on stability: run i comes out at the bottom.

Run i
This record from OMol25 describes a cluster of 2 separate species, C9H19N4 in total. The level of theory is wB97M-V/def2-TZVPD.

CARTESIAN COORDINATES (ANGSTROEM)
C  -2.903  -0.501  0.176
C  -1.658  0.288  0.514
C  -2.555  -1.656  -0.605
C  -1.034  -1.655  -0.687
C  -0.607  -0.215  -0.517
C  0.852  0.018  -0.275
C  3.305  -0.620  -0.022
C  1.458  -1.296  1.561
C  1.824  -1.008  0.097
N  -4.000  0.045  0.532
N  -1.610  1.160  1.370
N  -0.012  3.649  -0.810
N  1.237  1.282  -0.370
H  -2.846  -2.383  0.124
H  -3.119  -1.774  -1.502
H  -0.450  -2.300  -0.046
H  -0.708  -1.894  -1.700
H  -0.911  0.396  -1.425
H  3.578  -0.012  0.908
H  3.478  -0.109  -0.862
H  4.096  -1.458  0.034
H  1.758  -2.362  1.622
H  0.334  -1.323  1.743
H  2.117  -0.841  2.314
H  1.677  -1.945  -0.522
H  -4.908  -0.430  0.346
H  -0.691  1.619  1.443
H  -0.658  3.816  -0.037
H  0.621  4.470  -0.893
H  -0.562  3.503  -1.567
H  2.255  1.377  -0.339
H  0.642  2.155  -0.605

Values from the calculation:
**HOMO**: -12.64 eV
**Total charge**: +1
**HOMO-LUMO gap**: 8.9 eV
**E_LUMO**: -3.706 eV

Run ii
This record from OMol25 describes the ion C9H19N4 with charge +1. The level of theory is wB97M-V/def2-TZVPD.

CARTESIAN COORDINATES (ANGSTROEM)
C  4.487  -0.647  1.124
C  3.062  -0.499  1.725
C  2.059  0.080  0.710
C  1.693  -0.937  -0.384
C  0.390  -0.636  -1.156
C  0.095  0.846  -1.415
C  -1.431  1.056  -1.667
C  -2.145  1.354  -0.312
C  -3.368  0.505  -0.177
N  -4.133  0.036  -1.162
N  -5.067  -0.678  -0.584
N  -4.901  -0.653  0.658
N  -3.827  0.090  0.981
H  5.216  -0.253  1.832
H  4.591  -0.048  0.212
H  4.712  -1.678  0.848
H  3.142  0.172  2.585
H  2.716  -1.463  2.113
H  2.557  0.933  0.238
H  1.174  0.380  1.288
H  1.541  -1.898  0.128
H  2.567  -1.088  -1.023
H  -0.442  -1.140  -0.645
H  0.486  -1.114  -2.137
H  0.602  1.176  -2.324
H  0.363  1.519  -0.596
H  -1.826  0.144  -2.113
H  -1.547  1.917  -2.326
H  -1.466  1.012  0.481
H  -2.352  2.415  -0.166
H  -5.470  -1.143  1.344
H  -3.480  0.239  1.923

Values from the calculation:
**HOMO**: -13.31 eV
**Total charge**: +1
**HOMO-LUMO gap**: 8.7 eV
**E_LUMO**: -4.614 eV

Verdict on stability: run ii comes out at the bottom.

Run i
This record from OMol25 describes an isolated molecule of C4H10S. The level of theory is wB97M-V/def2-TZVPD.

CARTESIAN COORDINATES (ANGSTROEM)
C  1.271  -0.989  -0.372
C  0.165  0.067  -0.335
C  0.702  1.465  0.014
C  -0.965  -0.482  0.606
H  1.573  -1.310  0.618
H  0.809  -1.905  -0.647
H  1.947  -0.606  -1.129
H  -0.299  0.163  -1.332
H  0.009  2.303  -0.039
H  1.222  1.409  1.096
H  1.474  1.492  -0.849
H  -1.181  -0.470  1.680
H  -0.965  -1.551  0.483
H  -3.257  0.359  0.621
S  -2.505  0.055  -0.413

Values from the calculation:
**HOMO**: -8.89 eV
**Total charge**: 0
**HOMO-LUMO gap**: 9.9 eV
**E_LUMO**: 1.016 eV

Run ii
This record from OMol25 describes an isolated molecule of C4H10S. The level of theory is wB97M-V/def2-TZVPD.

CARTESIAN COORDINATES (ANGSTROEM)
S  -0.099  1.467  0.200
C  -1.135  1.636  -1.253
C  2.473  -1.663  1.118
C  0.612  -0.157  0.093
C  1.590  -0.420  1.284
H  -1.584  0.717  -1.220
H  -1.897  2.496  -1.232
H  -0.651  1.537  -2.147
H  1.818  -2.550  0.917
H  3.315  -1.633  0.431
H  2.881  -1.726  2.160
H  1.196  -0.181  -0.765
H  -0.082  -1.037  0.019
H  2.325  0.476  1.240
H  0.981  -0.398  2.144

Values from the calculation:
**HOMO**: -8.34 eV
**Total charge**: 0
**HOMO-LUMO gap**: 9.5 eV
**E_LUMO**: 1.129 eV

Verdict on stability: run i comes out at the bottom.